A 14-piece molecular cluster, C3H34O14 overall at a distorted geometry. Source: the OMol25 dataset; level of theory: ωB97M-V/def2-TZVPD.

Output
Lowest unoccupied orbital energy = -0.2 eV
Orbital gap = 0.371 Ha
Max |F| = 5.4 eV Å⁻¹

XYZ file:
```
51
Properties=species:S:1:pos:R:3:mulliken_charge:R:1
C -1.76 0.76 -0.67 -0.088
O -1.38 1.24 -2.11 -0.658
C -0.57 0.09 -0.03 1.345
C -1.10 -0.47 1.34 -0.649
H -2.03 1.84 -0.27 -0.087
H -2.67 0.13 -0.90 0.149
H -0.70 0.63 -2.32 0.160
H -0.12 -0.77 -0.58 0.048
H 0.22 0.90 0.07 -0.738
H -2.05 -1.15 1.26 0.362
H -0.24 -1.04 1.85 0.012
H -1.38 0.38 2.07 0.093
H 2.97 0.24 0.58 0.274
H 1.96 1.47 0.25 0.273
O 2.38 0.92 0.87 -0.636
H -1.65 -4.26 -0.73 0.229
H -1.57 -3.55 0.54 0.309
O -1.12 -3.68 -0.33 -0.560
H -0.34 4.09 2.36 0.254
H 0.02 3.23 1.14 0.433
O -0.56 3.32 1.87 -0.594
H 1.18 -2.21 -2.61 0.310
H 1.03 -2.51 -4.09 0.237
O 1.25 -1.82 -3.50 -0.676
H -0.44 -0.21 -4.78 0.246
H 0.79 -0.32 -4.15 0.420
O 0.21 0.39 -4.59 -0.607
H 0.48 -3.49 -0.33 0.361
H 1.81 -4.16 -0.53 0.283
O 1.51 -3.33 -0.34 -0.610
H -0.88 -0.75 4.48 0.295
H 0.73 -1.08 4.13 0.322
O -0.12 -1.33 4.55 -0.618
H -4.05 2.73 0.42 0.320
H -2.86 2.34 1.28 0.360
O -3.85 2.25 1.18 -0.628
H 2.71 -0.72 -2.12 0.330
H 3.18 -1.75 -1.18 0.316
O 3.39 -0.79 -1.37 -0.633
H 1.04 3.39 -0.95 0.291
H 1.96 3.82 0.21 0.246
O 1.34 3.19 -0.07 -0.612
H 1.32 2.81 -3.27 0.301
H -0.12 2.44 -2.36 0.477
O 0.59 3.06 -2.58 -0.747
H -1.60 -3.26 3.06 0.349
H -0.31 -2.89 2.55 0.339
O -0.91 -3.61 2.54 -0.663
H 0.15 1.57 3.02 0.305
H 1.34 1.08 2.21 0.339
O 0.80 0.86 2.93 -0.581
```